(a)
Formula: C17H16N2O2
Source: the Open Molecules 2025 dataset
Level of theory: ωB97M-V/def2-TZVPD

Element x y z (Å)
C -0.9227 0.4215 -0.3602
N -1.7462 0.2369 0.7600
O -1.8389 1.1760 1.6181
O -2.3934 -0.8333 0.9533
C -1.3010 -0.2545 -1.5805
C -1.9080 -1.5245 -1.5719
C -2.2161 -2.1715 -2.7572
C -1.9014 -1.5811 -3.9913
C -2.0651 -2.3560 -5.1904
N -2.2057 -3.0195 -6.1426
C -1.3672 -0.2807 -4.0183
C -1.0570 0.3706 -2.8312
H -0.5571 1.4545 -0.4478
H -2.1769 -1.9648 -0.6200
H -2.6892 -3.1533 -2.7238
H -1.1763 0.1967 -4.9870
H -0.6372 1.3871 -2.8334
C 1.7977 0.3061 -0.5726
C 1.2279 -0.1629 0.7184
C 1.0312 -1.6294 0.9113
C 1.3263 0.6718 1.8830
C 0.8755 0.2172 3.1656
C 0.9503 1.0374 4.2896
C 1.4796 2.3361 4.1916
C 1.9109 2.8148 2.9466
C 1.8354 2.0046 1.8131
H 1.4066 1.2974 -0.8203
H 2.9019 0.3720 -0.5777
H 1.4700 -0.3580 -1.3799
H 0.0759 -1.8274 1.4134
H 0.9672 -2.1473 -0.0542
H 1.8341 -2.0955 1.5123
H 0.4087 -0.7694 3.2450
H 0.5969 0.6560 5.2522
H 1.5930 2.9461 5.0880
H 2.3298 3.8182 2.8572
H 2.1405 2.4080 0.8416

Values from the calculation:
HOMO level = -8.051 eV
LUMO energy = -0.0682 Ha
HOMO-LUMO gap = 6.20 eV

---

(b)
Formula: C17H16N2O2
Source: the Open Molecules 2025 dataset
Level of theory: ωB97M-V/def2-TZVPD

Element x y z (Å)
C 5.6404 1.5064 0.3641
C 4.3973 0.6772 0.2686
C 3.1548 1.2822 0.1049
C 2.0023 0.5310 0.0037
C 2.0616 -0.8642 0.0554
C 0.8767 -1.6899 -0.0405
C -0.3748 -1.3117 0.2543
C -1.4782 -2.2648 0.1214
O -1.3349 -3.4636 -0.0366
N -2.7607 -1.7610 0.2134
C -3.2080 -0.4409 0.3243
C -4.2186 -0.1622 1.2438
C -4.6916 1.1243 1.4118
C -4.1512 2.1641 0.6722
C -3.1644 1.8958 -0.2564
C -2.7040 0.5996 -0.4664
C -1.6935 0.4210 -1.5586
N -1.9161 -0.6269 -2.3856
O -0.7929 1.2128 -1.7425
C 3.3122 -1.4715 0.1912
C 4.4579 -0.7113 0.3075
H 5.4596 2.4072 0.9470
H 6.4510 0.9444 0.8217
H 5.9595 1.8130 -0.6327
H 3.0941 2.3598 0.0520
H 1.0568 1.0226 -0.1643
H 1.0231 -2.7134 -0.3667
H -0.5973 -0.3294 0.6391
H -3.4561 -2.4765 0.3894
H -4.6229 -0.9708 1.8359
H -5.4738 1.3164 2.1306
H -4.5031 3.1741 0.8136
H -2.7369 2.6865 -0.8544
H -2.6124 -1.3247 -2.1945
H -1.2464 -0.8060 -3.1155
H 3.3757 -2.5500 0.2243
H 5.4150 -1.1998 0.4245

Values from the calculation:
HOMO level = -8.466 eV
LUMO energy = 0.0044 Ha
HOMO-LUMO gap = 8.59 eV
Structure (SMILES) = Cc1ccc(/C=C/C(=O)Nc2ccccc2C(N)=O)cc1

---

Preferred: (b); penalty for the next structure: 6.220 eV.

---

(a)
Formula: C3H4NS
Source: the Open Molecules 2025 dataset
Level of theory: ωB97M-V/def2-TZVPD

Element x y z (Å)
C 1.0916 -0.2445 -0.0212
C -1.4491 -1.0725 0.0106
C 0.2432 0.9799 -0.0017
N 0.7648 -1.4219 -0.0007
S -1.5571 0.5004 -0.0061
H 2.1634 -0.0172 -0.0459
H -2.1046 -1.9195 0.0218
H 0.4226 1.5659 0.9061
H 0.4252 1.6294 -0.8630

Values from the calculation:
HOMO level (alpha / beta) = -15.442 / -15.442 eV
LUMO energy (alpha / beta) = -0.2310 / -0.2310 Ha
HOMO-LUMO gap (alpha / beta) = 9.16 / 9.16 eV
Total charge = +1

---

(b)
Formula: C3H4NS
Source: the Open Molecules 2025 dataset
Level of theory: ωB97M-V/def2-TZVPD

Element x y z (Å)
C -1.5911 -0.9687 0.1813
C 0.6488 -0.5832 -0.2759
C 0.1102 0.8570 0.1413
N -0.4788 -1.3755 0.1555
S -1.6141 1.0332 -0.2326
H 0.5664 -0.5948 -1.3355
H 1.4751 -0.8997 0.2652
H 0.0793 0.8663 1.2571
H 0.8043 1.6654 -0.1566

Values from the calculation:
HOMO level (alpha / beta) = -15.805 / -15.567 eV
LUMO energy (alpha / beta) = -0.3225 / -0.3303 Ha
HOMO-LUMO gap (alpha / beta) = 7.03 / 6.58 eV
Total charge = +1

---

(c)
Formula: C3H4NS
Source: the Open Molecules 2025 dataset
Level of theory: ωB97M-V/def2-TZVPD

Element x y z (Å)
C 1.3700 -0.8531 0.0220
N 0.7475 0.2804 0.0209
C -0.6527 0.6128 0.0518
C -1.8630 0.1413 -0.1323
S -3.3866 -0.1738 0.0111
H 2.4374 -1.0000 -0.1599
H 0.8817 -1.9431 0.0434
H 1.2645 1.2333 0.0065
H -0.7988 1.7021 0.1364

Values from the calculation:
HOMO level (alpha / beta) = -13.429 / -13.429 eV
LUMO energy (alpha / beta) = -0.2099 / -0.2100 Ha
HOMO-LUMO gap (alpha / beta) = 7.72 / 7.72 eV
Structure (SMILES) = C=[NH+]C=C=S
Total charge = +1

---

(d)
Formula: C3H4NS
Source: the Open Molecules 2025 dataset
Level of theory: ωB97M-V/def2-TZVPD

Element x y z (Å)
C -0.9135 0.1259 -0.4338
C 0.8555 -1.1111 -0.0523
C 0.0221 1.2112 -0.0740
N -0.4061 -1.0572 -0.3992
S 1.6174 0.3451 0.2220
H -1.9513 0.2763 -0.6933
H 0.9394 -3.5036 1.4103
H 0.1046 1.9950 -0.8338
H -0.2682 1.7184 0.8541

Values from the calculation:
HOMO level (alpha / beta) = -14.793 / -15.911 eV
LUMO energy (alpha / beta) = -0.2688 / -0.2586 Ha
HOMO-LUMO gap (alpha / beta) = 7.48 / 8.87 eV
Total charge = +1

---

Preferred: (c); penalty for the next structure: 1.428 eV.

---

(a)
Formula: C5H9N2
Source: the Open Molecules 2025 dataset
Level of theory: ωB97M-V/def2-TZVPD

Element x y z (Å)
C -2.1775 -0.2314 -0.1298
C -0.8417 -0.0475 0.5091
C 0.2695 -0.9793 -0.0155
C 0.3601 0.4191 -0.4493
C 1.5857 1.2340 0.0583
N 2.5495 0.1728 0.1130
N 2.3595 -0.9415 0.1353
H -2.6106 0.5500 -0.7161
H -2.8619 -0.5407 0.5607
H -2.2024 -0.9415 -0.9405
H -0.9876 0.1563 1.6009
H -0.0812 -1.7093 -0.7816
H 0.7708 -1.2427 0.9598
H 0.3038 0.4830 -1.5005
H 2.0012 2.0729 -0.5164
H 1.5628 1.5459 1.1126

Values from the calculation:
HOMO level = -14.875 eV
LUMO energy = -0.2233 Ha
HOMO-LUMO gap = 8.80 eV
Structure (SMILES) = C[C@H]1C[C@@H]1C[N+]#N
Total charge = +1

---

(b)
Formula: C5H9N2
Source: the Open Molecules 2025 dataset
Level of theory: ωB97M-V/def2-TZVPD

Element x y z (Å)
C 1.9481 0.1575 0.2590
C 0.8105 0.8514 -0.4455
C 0.8676 -0.6727 -0.4382
N -0.2943 -0.7096 0.5045
C -1.7354 -0.6525 -0.1316
N -1.6861 0.7659 -0.1456
C -0.3772 0.8206 0.5218
H 2.9456 0.1276 -0.2152
H 1.9250 0.0542 1.3869
H 1.0583 1.5601 -1.1408
H 0.8536 -1.3951 -1.2995
H -0.1531 -1.3028 1.3204
H -2.4039 -1.1035 0.5854
H -1.5856 -0.9823 -1.1625
H -1.6450 1.1360 -1.0779
H -0.5280 1.3452 1.4789

Values from the calculation:
HOMO level = -14.356 eV
LUMO energy = -0.1144 Ha
HOMO-LUMO gap = 11.24 eV
Structure (SMILES) = C1[C@H]2[C@@H]1[N@@H+]1CN[C@H]21
Total charge = +1

---

(c)
Formula: C5H9N2
Source: the Open Molecules 2025 dataset
Level of theory: ωB97M-V/def2-TZVPD

Element x y z (Å)
C -0.3281 -1.4498 -1.6467
C 0.8238 -0.9812 -0.7266
C 0.3689 -0.0662 0.3513
C -0.6459 -0.0871 1.2577
N -0.8194 1.1917 1.7113
C 0.0246 2.0183 1.1024
N 0.7181 1.2817 0.2703
H 0.1156 -2.0190 -2.4558
H -0.9632 -0.6105 -1.9173
H -0.9463 -2.1673 -1.1091
H 1.5159 -0.4597 -1.3717
H 1.4101 -1.8304 -0.3929
H -1.2395 -0.9119 1.5923
H -1.5773 1.4429 2.3309
H 0.0715 3.0656 1.3339
H 1.4712 1.5827 -0.3299

Values from the calculation:
HOMO level = -14.259 eV
LUMO energy = -0.1157 Ha
HOMO-LUMO gap = 11.11 eV
Structure (SMILES) = CCc1c[nH]c[nH+]1
Total charge = +1

---

(d)
Formula: C5H9N2
Source: the Open Molecules 2025 dataset
Level of theory: ωB97M-V/def2-TZVPD

Element x y z (Å)
C -0.1238 -1.1650 2.1699
C -0.2849 -1.0315 0.8753
N -0.9141 0.1878 0.2324
C -2.1063 0.1573 -0.2471
C 0.2772 0.9707 -0.1889
N 1.1636 0.4568 -0.8940
C 2.3871 1.2350 -0.8964
H 0.3902 -2.0969 2.5444
H -0.3214 -0.3628 2.8946
H -0.0696 -1.7265 0.0735
H -2.8271 -0.6813 -0.2075
H -2.4505 1.1365 -0.7743
H 0.2021 1.8980 0.3088
H 2.6842 1.3926 0.0863
H 3.1654 0.7111 -1.4900
H 2.1725 2.0997 -1.4753

Values from the calculation:
HOMO level = -14.757 eV
LUMO energy = -0.1965 Ha
HOMO-LUMO gap = 9.41 eV
Structure (SMILES) = C=C[N+](=C)/C=N/C
Total charge = +1

---

Preferred: (c); penalty for the next structure: 3.873 eV.

---

(a)
Formula: C5H9N2
Source: the Open Molecules 2025 dataset
Level of theory: ωB97M-V/def2-TZVPD

Element x y z (Å)
C 1.7346 1.3044 0.0979
C 0.6450 -0.8478 -0.4152
C 0.3637 0.5153 -0.1891
C -0.1498 -1.8707 0.2213
C -0.8659 1.1025 0.0264
N 2.2771 -0.8926 -0.1221
N 2.6620 0.2386 0.1251
H 2.0752 2.0213 -0.7811
H 1.7350 1.8064 1.0454
H 0.8902 -0.9483 -1.4964
H -0.5986 -1.4154 1.0621
H 0.5234 -2.6883 0.4108
H -0.8641 -2.2368 -0.4039
H -0.8539 2.0250 0.5279
H -1.5312 0.3328 0.4901
H -1.0036 1.2467 -1.0546

Values from the calculation:
HOMO level = -14.165 eV
LUMO energy = -0.2388 Ha
HOMO-LUMO gap = 7.67 eV
Total charge = +1

---

(b)
Formula: C5H9N2
Source: the Open Molecules 2025 dataset
Level of theory: ωB97M-V/def2-TZVPD

Element x y z (Å)
C 0.0259 0.1105 -2.9250
C -0.2743 0.3197 -1.7738
C -0.1794 0.8305 -0.3936
C 0.9519 1.8893 -0.2048
N 0.0427 -0.2789 0.5271
C -0.6915 -1.3470 0.5098
N -0.7257 -2.3978 1.2639
H 0.0713 -0.0018 -3.9926
H -1.0109 1.3887 -0.0697
H 1.9330 1.5342 -0.1559
H 0.7779 2.5419 -0.9428
H 0.6256 2.3639 0.7253
H 0.8400 -0.2429 1.1273
H -1.4320 -1.2630 -0.3110
H -1.3542 -3.0648 1.0619
H -0.3418 -2.6795 2.1424

Values from the calculation:
HOMO level = -14.131 eV
LUMO energy = -0.1273 Ha
HOMO-LUMO gap = 10.67 eV
Structure (SMILES) = C#C[C@H](C)/[NH+]=C/N
Total charge = +1

---

Preferred: (b); penalty for the next structure: 2.296 eV.

---

(a)
Formula: C5H9N2
Source: the Open Molecules 2025 dataset
Level of theory: ωB97M-V/def2-TZVPD

Element x y z (Å)
C 1.0209 0.5360 -0.3539
C -2.0046 0.0544 1.1341
C -2.3397 -0.5007 -0.1988
C -0.0713 1.1297 -0.9691
C 3.1715 -0.6381 0.3499
N -1.0079 -0.3858 0.2515
N 2.0564 0.0977 -0.0716
H -0.5385 2.0006 -0.4477
H -2.1173 1.0234 1.4439
H -1.8988 -0.5281 2.0001
H -2.7874 -1.4895 -0.5122
H -2.7540 0.2452 -0.8427
H -0.4242 0.6338 -1.8279
H 4.0493 0.1226 0.3095
H 3.2126 -1.4577 -0.4356
H 3.1139 -0.8807 1.4944

Values from the calculation:
HOMO level (alpha / beta) = -13.948 / -13.889 eV
LUMO energy (alpha / beta) = -0.2021 / -0.1933 Ha
HOMO-LUMO gap (alpha / beta) = 8.45 / 8.63 eV
Total charge = +1

---

(b)
Formula: C5H9N2
Source: the Open Molecules 2025 dataset
Level of theory: ωB97M-V/def2-TZVPD

Element x y z (Å)
C 2.1785 -0.6393 0.0788
C 1.0887 0.4621 0.2322
C -0.1755 0.2435 -0.5520
N -0.6487 -1.0354 -0.4419
C -1.8077 -0.9463 0.0554
C -2.2396 0.4342 0.1888
N -1.2400 1.1749 -0.1357
H 1.6606 -1.6336 0.3034
H 3.0285 -0.3187 0.6359
H 2.3572 -0.8574 -1.0495
H 1.3148 1.5396 0.1374
H 0.8685 0.2993 1.2985
H 0.1638 0.3339 -1.7452
H -2.2569 -1.9170 0.4040
H -3.1530 0.7188 0.6596
H -1.1392 2.1414 -0.0696

Values from the calculation:
HOMO level = -15.317 eV
LUMO energy = -0.2173 Ha
HOMO-LUMO gap = 9.40 eV
Structure (SMILES) = CC[C@H]1N=CC=[NH+]1
Total charge = +1

---

Preferred: (b); penalty for the next structure: 3.911 eV.